Entry from the Open Molecules 2025 dataset: the ion C6H10N2P with charge +1 at a distorted geometry (the ωB97M-V functional and the def2-TZVPD basis).

Values from the calculation:
Frontier orbital gap = 9.22 eV
Multiplicity = 1
HOMO energy = -13.1 eV
SMILES = C/C(CCC#P)=N\C=[NH2+]
Total charge = +1

Geometry as XYZ:
```
19
Properties=species:S:1:pos:R:3:lowdin_charge:R:1
C 0.2659 2.0740 -0.9642 -0.104
C -0.5552 -0.1291 0.1109 -0.246
C 2.4901 -0.8687 -0.0494 -0.670
C 0.0110 -1.4050 -0.4054 -0.111
C 1.4557 -1.2704 -1.0018 -0.283
C -1.3465 -0.0696 1.3362 0.020
N -0.0958 0.9104 -0.4833 0.183
N 1.4502 2.7313 -0.8211 0.158
P 3.6721 -0.4235 0.8186 0.842
H -0.4922 2.5558 -1.5410 0.144
H 0.0497 -2.1429 0.4248 0.144
H -0.5541 -1.8885 -1.2092 0.139
H 1.6456 -0.6713 -1.9321 0.136
H 1.5084 -2.2867 -1.2392 0.089
H -2.3572 -0.4541 1.0901 0.132
H -1.3734 0.8986 1.7593 0.086
H -1.0542 -0.6472 2.1661 0.090
H 1.7257 3.7585 -1.0454 0.190
H 2.1200 2.2336 -0.2883 0.062
```